Entry 1:
This record from OMol25 describes 2 unconnected molecules or ions with the total composition C4H11N3O2 in a non-equilibrium geometry. The level of theory is ωB97M-V/def2-TZVPD.

```
20
Properties=species:S:1:pos:R:3:forces:R:3
C 0.637 2.177 -0.892 0.40 2.11 -0.26
C -0.552 1.918 -1.795 -0.81 -0.58 -0.91
O -1.465 2.805 -1.405 -0.17 1.69 1.68
O -0.777 1.149 -2.695 1.04 0.05 0.47
H 0.245 2.343 0.143 0.53 -0.24 -0.84
H 1.033 3.201 -1.260 -0.66 -1.44 0.74
H 1.502 1.533 -0.944 -0.23 -0.58 -0.13
C 1.654 -1.697 0.906 1.21 0.00 -1.00
C -0.784 -1.239 0.804 -0.33 0.08 -0.90
N -1.699 -0.345 0.719 -0.51 -1.23 0.37
N 0.520 -1.053 0.226 -1.48 0.12 1.50
N -0.994 -2.489 1.331 0.87 -0.97 0.65
H -1.535 0.353 0.014 0.45 0.36 0.05
H -2.276 2.998 -1.874 -0.05 -0.87 -0.83
H 0.550 -0.032 0.205 0.79 -0.59 -0.08
H -0.204 -3.035 1.621 0.40 0.26 -0.33
H -1.793 -2.956 1.731 -0.69 1.34 -0.42
H 1.483 -2.181 1.881 -0.29 0.73 -0.10
H 2.448 -0.905 1.023 -0.55 -1.16 -0.09
H 2.009 -2.546 0.262 0.08 0.92 0.44
```
Positions in Å, forces in eV/Å.

Max |F| (eV/Å): 2.38
ΔE to the lowest compared entry with this formula, charge and spin (kcal/mol): 40.5
Orbital gap (Ha): 0.3406
Net charge: 0
SMILES: [H]/N=C(/N)NC.CC(=O)O

=====

Entry 2:
This record from OMol25 describes 2 unconnected molecules or ions with the total composition C4H11N3O2 in a non-equilibrium geometry. The level of theory is ωB97M-V/def2-TZVPD.

```
20
Properties=species:S:1:pos:R:3:forces:R:3
C 0.162 1.051 -1.782 -1.40 0.12 0.16
C -1.398 1.404 0.036 0.65 2.52 0.09
N -0.439 1.670 0.809 -0.23 0.09 1.51
N -1.280 1.209 -1.400 0.37 -1.03 2.27
N -2.665 1.714 0.574 0.51 -1.96 -2.25
H 0.548 1.517 0.740 -0.06 -0.29 -1.05
H -0.542 -0.981 0.848 -0.13 0.27 0.25
H -1.842 0.410 -1.675 0.03 0.00 -0.28
H -2.689 2.358 1.337 -0.02 0.11 0.01
H -3.360 1.674 -0.151 -0.59 0.64 0.47
H 0.560 2.069 -1.674 0.27 -0.45 -0.61
H 0.051 0.656 -2.789 0.85 0.39 -0.25
H 0.777 0.367 -1.166 -0.57 0.17 -0.17
C 2.374 -2.237 0.911 0.52 0.64 1.61
C 0.869 -2.239 0.897 0.82 2.04 -0.56
O 0.401 -0.931 1.063 0.33 -2.06 -0.17
O 0.180 -3.164 0.615 -0.68 -0.41 0.18
H 2.769 -1.487 1.637 -0.51 -0.62 -0.24
H 2.760 -1.841 -0.021 -0.09 -0.44 -0.48
H 2.766 -3.221 1.191 -0.08 0.26 -0.48
```
Positions in Å, forces in eV/Å.

Max |F| (eV/Å): 3.03
ΔE to the lowest compared entry with this formula, charge and spin (kcal/mol): 35.6
Orbital gap (Ha): 0.3584
Net charge: 0
SMILES: [H]/N=C(/N)NC.CC(=O)O

=====

Entry 3:
This record from OMol25 describes C4H11N3O2 in the gas phase in a non-equilibrium geometry. The level of theory is ωB97M-V/def2-TZVPD.

```
20
Properties=species:S:1:pos:R:3:forces:R:3
C -0.915 2.314 -0.062 0.40 -1.24 0.05
C 0.220 1.254 -0.052 -0.09 0.32 0.13
C 0.693 -1.059 -0.916 0.13 -0.31 0.60
C 1.920 -1.339 -0.005 -0.36 -0.02 0.19
H -1.598 2.010 0.733 -0.17 0.55 0.01
H -0.479 3.291 0.094 -0.08 0.25 0.35
H -1.474 2.337 -1.005 0.28 -0.23 0.16
H 0.752 1.232 0.938 -0.37 0.27 -0.71
H 0.944 1.523 -0.828 0.07 -0.18 0.16
H 1.026 -0.629 -1.858 0.07 -0.19 -0.22
H 0.092 -1.965 -1.120 0.53 0.37 -0.03
H 2.647 -2.030 -0.454 -0.30 0.25 -0.13
H 2.435 -0.396 0.218 -0.01 -0.19 -0.10
H 1.616 -1.774 0.957 -0.01 0.13 -0.32
H -1.052 -0.494 2.453 -0.55 0.58 0.09
N -0.260 -0.077 -0.392 -0.85 -0.21 0.15
N -1.195 -0.577 0.504 1.16 0.97 -0.08
N -2.227 -1.321 0.130 -0.68 -0.52 -1.80
O -0.658 -0.990 1.739 0.36 -0.81 -0.43
O -2.486 -1.312 -1.075 0.48 0.21 1.94
```
Positions in Å, forces in eV/Å.

Max |F| (eV/Å): 2.01
ΔE to the lowest compared entry with this formula, charge and spin (kcal/mol): 138.4
Orbital gap (Ha): 0.3629
Net charge: 0
SMILES: CCN(CC)N(O)N=O

=====

Entry 4:
This record from OMol25 describes 2 unconnected molecules or ions with the total composition C4H11N3O2 in a non-equilibrium geometry. The level of theory is ωB97M-V/def2-TZVPD.

```
20
Properties=species:S:1:pos:R:3:forces:R:3
C 2.730 -1.733 -1.417 -0.72 -1.63 2.38
C 1.667 -0.842 -0.757 1.66 1.24 -0.96
O 1.998 -0.672 0.518 0.30 -0.85 0.87
O 0.831 -0.168 -1.302 -0.13 -1.01 -0.57
H 3.155 -1.332 -2.295 0.07 0.54 -1.06
H 2.260 -2.737 -1.602 0.56 0.86 -0.08
H 3.536 -1.869 -0.641 -0.80 -0.02 -0.97
C -0.861 -0.186 2.003 -1.60 0.57 -0.29
C -1.451 1.290 0.159 2.28 0.03 0.28
N -0.569 0.828 0.993 -0.03 -0.35 -1.65
N -1.092 1.822 -1.149 -1.15 -0.63 -0.26
N -2.792 1.484 0.379 -1.20 -1.19 -0.12
H 1.368 -0.096 0.961 -0.75 0.72 -0.22
H -1.810 0.101 2.490 0.45 -0.30 0.81
H -0.022 -0.363 2.715 -0.78 0.38 -0.50
H -0.199 2.245 -1.244 0.93 0.43 0.87
H -0.979 1.051 -1.833 -0.49 0.27 0.90
H -3.263 0.817 0.966 0.36 -0.10 0.82
H -3.380 1.504 -0.441 0.48 0.62 -0.47
H -1.127 -1.144 1.498 0.53 0.42 0.22
```
Positions in Å, forces in eV/Å.

Max |F| (eV/Å): 2.98
ΔE to the lowest compared entry with this formula, charge and spin (kcal/mol): 35.8
Orbital gap (Ha): 0.3436
Net charge: 0
SMILES: CN=C(N)N.CC(=O)O

=====

Entry 5:
This record from OMol25 describes 2 unconnected molecules or ions with the total composition C4H11N3O2 in a non-equilibrium geometry. The level of theory is ωB97M-V/def2-TZVPD.

```
20
Properties=species:S:1:pos:R:3:forces:R:3
C -2.625 -1.754 1.551 1.23 -1.13 1.04
C -0.125 -1.338 1.664 -0.85 -0.27 -0.09
N 0.795 -0.363 1.297 0.42 1.04 0.47
N -1.478 -0.908 1.958 1.24 -0.03 -0.95
N 0.334 -2.515 1.734 0.27 -0.82 0.47
H 1.751 -0.402 1.695 -1.35 -0.26 -0.79
H 0.586 0.371 0.630 -0.04 -0.30 0.54
H -1.622 0.008 1.541 0.15 0.00 0.43
H -0.232 -3.251 2.151 -0.32 0.54 -0.09
H -0.347 0.831 -3.442 2.50 1.72 0.72
H -2.721 -1.720 0.488 -0.51 0.09 -0.84
H -3.499 -1.347 2.078 0.13 -0.52 -0.30
H -2.434 -2.857 1.782 -0.38 1.65 0.13
C 2.143 2.167 -1.774 2.11 0.41 1.52
C 0.991 2.281 -2.680 -1.27 0.55 -2.24
O 0.470 3.285 -3.096 0.21 -0.15 0.77
O 0.606 1.057 -3.119 -1.67 -2.04 -0.02
H 3.091 1.705 -2.184 -1.51 0.03 0.13
H 1.803 1.604 -0.890 0.39 -0.08 -0.37
H 2.511 3.144 -1.385 -0.74 -0.42 -0.51
```
Positions in Å, forces in eV/Å.

Max |F| (eV/Å): 3.12
ΔE to the lowest compared entry with this formula, charge and spin (kcal/mol): 40.0
Orbital gap (Ha): 0.3412
Net charge: 0
SMILES: [H]/N=C(/N)NC.CC(=O)O

=====

Entry 6:
This record from OMol25 describes C4H11N3O2 in the gas phase in a non-equilibrium geometry. The level of theory is ωB97M-V/def2-TZVPD.

```
20
Properties=species:S:1:pos:R:3:forces:R:3
C 1.253 -0.105 -0.117 -1.53 -0.14 2.13
C -1.132 -0.413 0.669 0.06 0.36 -1.03
C -1.932 0.624 -0.003 0.59 -0.24 -0.62
C 2.452 0.689 0.371 -0.35 -0.16 -0.21
N 0.194 -0.171 1.112 1.21 0.45 -0.79
N 1.589 -1.465 -0.348 0.90 -0.84 -0.04
N -2.763 0.315 -1.110 -0.42 -0.02 0.30
O -2.226 0.197 1.321 -0.35 -0.02 0.80
O 0.734 0.489 -1.257 -0.05 0.11 -0.05
H 0.275 -0.167 -1.800 0.03 0.16 0.14
H 0.203 0.665 1.687 0.06 0.17 -0.25
H -1.322 -1.451 0.385 -0.02 0.04 0.03
H -1.523 1.629 -0.061 0.03 -0.10 0.04
H 1.893 -1.849 0.551 -0.10 0.04 -0.49
H 0.788 -2.016 -0.629 -0.12 0.07 0.00
H -3.513 0.990 -1.206 0.02 -0.02 -0.05
H -3.189 -0.599 -1.000 0.04 0.00 -0.04
H 3.271 0.557 -0.333 0.00 0.01 -0.04
H 2.759 0.339 1.352 0.01 -0.01 0.10
H 2.187 1.741 0.417 0.01 0.13 0.06
```
Positions in Å, forces in eV/Å.

Max |F| (eV/Å): 2.63
ΔE to the lowest compared entry with this formula, charge and spin (kcal/mol): 54.7
Orbital gap (Ha): 0.3536
Net charge: 0
SMILES: C[C@](N)(O)N[C@H]1O[C@@H]1N